Entry 1:
A cluster of 9 separate species, C27H40O27 in total at a distorted geometry. Source: the Open Molecules 2025 dataset; level of theory: ωB97M-V with the def2-TZVPD basis set.

```
! RIJCOSX wB97M-V def2-TZVPD def2/J DEFGRID3
* xyz 0 1
C -2.509 2.879 -2.304
O -3.896 3.241 -2.369
C -4.495 3.206 -1.182
O -3.942 3.248 -0.123
O -5.798 3.185 -1.374
C -6.622 3.058 -0.182
H -2.165 2.675 -3.313
H -2.433 1.970 -1.704
H -1.899 3.634 -1.811
H -6.584 1.989 0.023
H -7.641 3.307 -0.454
H -6.172 3.653 0.606
C -5.777 -0.122 -1.793
O -5.610 -1.509 -2.071
C -4.459 -2.119 -1.791
O -3.566 -1.570 -1.191
O -4.539 -3.345 -2.231
C -3.576 -4.335 -1.922
H -5.689 0.100 -0.730
H -6.743 0.123 -2.223
H -4.967 0.373 -2.339
H -3.877 -4.912 -1.051
H -2.593 -3.880 -1.773
H -3.446 -4.967 -2.798
O 1.751 -0.918 2.155
C 1.129 -0.766 1.140
O 0.080 0.015 0.966
C -0.521 -0.343 -0.300
C 0.672 -0.832 -1.116
O 1.485 -1.317 -0.039
H -1.232 -1.149 -0.117
H -1.065 0.506 -0.703
H 1.162 -0.074 -1.724
H 0.369 -1.698 -1.698
O -0.256 3.039 -0.435
C 0.480 3.961 -0.536
O 0.385 4.855 -1.554
C 1.468 5.770 -1.482
C 2.132 5.474 -0.138
O 1.395 4.372 0.373
H 2.169 5.528 -2.279
H 1.171 6.816 -1.487
H 2.004 6.298 0.566
H 3.197 5.276 -0.254
O -1.222 1.244 6.249
C -0.888 0.235 5.707
O 0.446 -0.091 5.537
C 0.488 -1.500 5.347
C -0.880 -1.806 4.763
O -1.662 -0.718 5.227
H 1.217 -1.890 4.630
H 0.790 -1.985 6.277
H -1.296 -2.759 5.109
H -0.987 -1.962 3.687
O 4.718 1.742 0.168
C 4.708 0.788 0.892
O 4.921 0.808 2.217
C 4.952 -0.523 2.741
C 4.812 -1.384 1.496
O 4.589 -0.465 0.421
H 5.982 -0.724 3.042
H 4.205 -0.625 3.521
H 4.096 -2.187 1.664
H 5.779 -1.810 1.218
O 3.618 2.179 5.917
C 2.920 2.448 4.996
O 2.622 1.632 3.962
C 1.651 2.221 3.090
C 1.328 3.530 3.807
O 2.364 3.659 4.773
H 2.116 2.419 2.122
H 0.861 1.488 2.950
H 0.358 3.505 4.305
H 1.439 4.377 3.134
O -0.531 -2.605 -3.922
C 0.151 -2.220 -4.809
O 1.435 -1.825 -4.665
C 1.974 -1.378 -5.909
C 0.702 -1.197 -6.731
O -0.278 -1.964 -6.069
H 2.440 -0.407 -5.758
H 2.702 -2.060 -6.345
H 0.861 -1.583 -7.737
H 0.492 -0.128 -6.755
O 2.003 -7.772 -0.826
C 1.917 -6.586 -0.717
O 2.855 -5.772 -0.171
C 2.350 -4.431 -0.280
C 0.889 -4.581 -0.661
O 0.879 -5.904 -1.206
H 2.491 -3.820 0.609
H 2.878 -3.919 -1.087
H 0.591 -3.785 -1.338
H 0.179 -4.604 0.170
*
```

For the frontier orbital gap, the calculation gives 10.3 eV. As for the SMILES: COC(=O)OC.COC(=O)OC.O=C1OCCO1.O=C1OCCO1.O=C1OCCO1.O=C1OCCO1.O=C1OCCO1.O=C1OCCO1.O=C1OCCO1.

---

Entry 2:
A cluster of 3 separate species, C22H32BrFN2O4S2 in total at a distorted geometry. Source: the Open Molecules 2025 dataset; level of theory: ωB97M-V with the def2-TZVPD basis set.

```
! RIJCOSX wB97M-V def2-TZVPD def2/J DEFGRID3
* xyz 0 1
C 4.283 0.798 -3.329
C 2.767 0.570 -3.571
C 1.992 -0.158 -2.425
Br 2.993 -0.080 -0.743
C 0.538 0.318 -2.262
C -0.150 1.007 -3.325
N -1.387 1.455 -3.290
C -1.962 1.172 -2.081
C -3.303 1.624 -1.858
C -3.984 1.367 -0.703
C -3.356 0.624 0.360
C -4.102 0.285 1.653
F -3.130 0.027 2.641
C -4.985 1.417 2.196
C -6.380 1.544 1.485
C -2.067 0.200 0.168
C -1.344 0.470 -1.032
N -0.053 0.029 -1.123
H 4.720 1.066 -4.311
H 4.806 -0.103 -2.986
H 4.447 1.674 -2.686
H 2.321 1.548 -3.822
H 2.695 -0.023 -4.503
H 1.950 -1.222 -2.712
H 0.406 1.177 -4.254
H -3.796 2.199 -2.649
H -5.009 1.741 -0.657
H -4.707 -0.630 1.509
H -5.209 1.145 3.246
H -4.450 2.379 2.268
H -7.222 1.458 2.179
H -6.400 2.514 0.958
H -6.409 0.785 0.685
H -1.630 -0.371 0.993
O 1.297 -4.734 -2.222
S 2.522 -4.202 -1.680
O 3.270 -3.166 -2.351
C 2.226 -3.705 0.010
C 2.511 -4.960 0.828
C 3.785 -5.569 0.228
C 3.620 -5.569 -1.296
H 1.205 -3.344 0.117
H 2.931 -2.909 0.250
H 2.633 -4.728 1.886
H 1.683 -5.667 0.730
H 4.646 -4.955 0.504
H 3.967 -6.575 0.604
H 4.569 -5.421 -1.806
H 3.149 -6.486 -1.648
O 2.503 3.752 2.340
S 1.655 2.627 2.646
O 2.193 1.320 2.929
C 0.544 3.096 3.967
C -0.660 3.697 3.249
C -0.940 2.772 2.058
C 0.402 2.489 1.371
H 1.041 3.796 4.635
H 0.269 2.190 4.507
H -1.522 3.775 3.912
H -0.418 4.700 2.889
H -1.374 1.837 2.419
H -1.652 3.215 1.361
H 0.436 1.489 0.943
H 0.623 3.229 0.602
*
```

For the frontier orbital gap, the calculation gives 8.9 eV. As for the SMILES: CC[C@@H](Br)c1cnc2ccc([C@@H](F)CC)cc2n1.O=S1(=O)CCCC1.O=S1(=O)CCCC1.

---

Entry 3:
A cluster of 2 separate species, C4H14N3 in total at a distorted geometry. Source: the Open Molecules 2025 dataset; level of theory: ωB97M-V with the def2-TZVPD basis set.

```
! RIJCOSX wB97M-V def2-TZVPD def2/J DEFGRID3
* xyz 1 1
C -1.441 0.510 -1.891
C -1.036 -1.294 -0.275
N -1.540 -0.118 -0.570
N -0.632 -2.124 -1.251
N -0.986 -1.676 1.007
H -1.876 0.478 0.170
H -1.153 -2.178 -2.116
H -0.345 -3.045 -0.949
H -0.656 -1.014 1.700
H -0.625 -2.597 1.236
H -1.862 -0.154 -2.640
H -0.394 0.695 -2.118
H -2.003 1.432 -1.896
C 1.193 0.933 1.338
C 2.419 1.814 1.047
H 0.518 1.473 2.002
H 0.718 0.642 0.409
H 1.509 0.031 1.868
H 2.543 2.603 1.789
H 3.352 1.251 1.036
H 2.297 2.336 0.102
*
```

For the frontier orbital gap, the calculation gives 11.9 eV.

---

Entry 4:
A structure of composition C44H37N3O4PS2Zr. Source: the Open Molecules 2025 dataset; level of theory: ωB97M-V with the def2-TZVPD basis set.

```
! RIJCOSX wB97M-V def2-TZVPD def2/J DEFGRID3
* xyz 1 1
Zr -0.181 0.372 -0.102
O -0.612 1.417 2.426
C 0.453 1.165 1.867
C 1.763 1.055 2.568
C 1.928 1.485 3.880
C 3.180 1.434 4.468
C 4.270 0.979 3.733
C 4.106 0.548 2.425
C 2.840 0.547 1.839
P 2.574 -0.040 0.112
C 3.820 0.866 -0.835
C 4.729 0.230 -1.675
C 5.630 0.981 -2.420
C 5.621 2.364 -2.335
C 4.706 3.004 -1.506
C 3.806 2.261 -0.762
C 3.065 -1.788 0.019
C 4.111 -2.362 0.740
C 4.425 -3.702 0.585
C 3.711 -4.490 -0.309
C 2.680 -3.928 -1.048
C 2.362 -2.589 -0.875
H 1.067 1.872 4.411
H 3.319 1.774 5.486
H 5.256 0.972 4.177
H 4.976 0.243 1.857
H 4.747 -0.851 -1.748
H 6.341 0.481 -3.064
H 6.327 2.947 -2.913
H 4.691 4.084 -1.443
H 3.090 2.767 -0.126
H 4.677 -1.773 1.447
H 5.231 -4.134 1.163
H 3.961 -5.535 -0.431
H 2.126 -4.530 -1.756
H 1.545 -2.167 -1.454
S -1.314 6.115 0.120
C -1.944 7.693 0.209
C -3.307 7.701 0.196
C -3.846 6.394 0.099
C -2.882 5.424 0.046
C -3.085 3.973 -0.073
C -1.977 3.103 -0.134
N -2.083 1.794 -0.268
C -3.321 1.250 -0.371
C -4.480 2.014 -0.281
C -5.758 1.354 -0.357
C -5.844 0.018 -0.525
C -4.656 -0.786 -0.649
C -4.674 -2.177 -0.840
C -3.497 -2.882 -0.955
C -2.297 -2.145 -0.890
N -2.250 -0.843 -0.722
C -3.411 -0.163 -0.582
C -3.437 -4.344 -1.106
C -2.335 -5.116 -1.357
C -2.633 -6.503 -1.409
C -3.953 -6.753 -1.190
S -4.837 -5.318 -0.935
C -4.336 3.401 -0.124
H -1.277 8.537 0.270
H -3.901 8.601 0.245
H -4.907 6.193 0.066
H -0.963 3.480 -0.070
H -6.654 1.956 -0.275
H -6.808 -0.471 -0.579
H -5.632 -2.681 -0.894
H -1.341 -2.648 -0.959
H -1.341 -4.720 -1.509
H -1.901 -7.274 -1.596
H -4.453 -7.707 -1.171
H -5.227 4.013 -0.053
N -0.276 0.227 -2.615
C 0.650 1.260 -3.153
C 0.504 2.455 -2.216
O 0.195 3.560 -2.585
O 0.683 2.095 -0.961
H -0.169 -0.650 -3.114
H -1.227 0.539 -2.799
H 0.428 1.542 -4.179
H 1.667 0.872 -3.083
C -1.429 -2.896 2.081
C -0.223 -1.984 2.197
C 1.036 -2.743 2.555
O -0.050 -1.257 0.979
H -1.541 -3.478 2.998
H -1.309 -3.604 1.256
H -2.349 -2.329 1.930
H -0.429 -1.237 2.974
H 1.253 -3.515 1.812
H 0.915 -3.227 3.526
H 1.893 -2.075 2.619
*
```

For the frontier orbital gap, the calculation gives 7.0 eV.

---

Entry 5:
A cluster of 3 separate species, C5H19N2O2 in total at a distorted geometry. Source: the Open Molecules 2025 dataset; level of theory: ωB97M-V with the def2-TZVPD basis set.

```
! RIJCOSX wB97M-V def2-TZVPD def2/J DEFGRID3
* xyz 0 2
N -1.501 -2.670 -0.020
C -1.327 -1.858 1.280
C -1.533 -0.311 1.239
N -0.375 0.252 0.561
C 1.805 1.566 0.707
C 0.627 0.864 1.457
C -0.067 1.981 2.418
H -2.506 -2.297 -0.237
H -0.732 -2.352 -0.727
H -1.658 -3.622 0.049
H -0.353 -1.980 1.768
H -2.206 -2.061 1.964
H -1.482 -0.053 2.411
H -2.446 0.136 0.628
H -0.692 0.981 -0.206
H 1.471 1.803 -0.322
H 2.815 1.044 0.737
H 1.973 2.587 1.225
H 1.072 0.129 2.187
H 0.377 2.928 2.277
H -1.130 2.098 2.088
H -0.041 1.662 3.597
H 1.529 -2.334 -3.553
H 0.307 -1.407 -3.688
O 0.809 -1.913 -2.994
H 2.057 1.960 -3.727
H 0.712 2.272 -3.718
O 1.319 2.160 -3.150
*
```

For the frontier orbital gap (spin up / spin down), the calculation gives 3.6 / 9.1 eV.

---

Entry 6:
A cluster of 6 separate species, C44H83FN3O15S in total at a distorted geometry. Source: the Open Molecules 2025 dataset; level of theory: ωB97M-V with the def2-TZVPD basis set.

```
! RIJCOSX wB97M-V def2-TZVPD def2/J DEFGRID3
* xyz 1 1
C 4.956 1.267 1.143
C 5.121 1.111 -0.481
C 3.944 1.825 -1.371
C 2.754 0.760 -1.866
C 2.161 -0.143 -0.616
C 1.494 0.830 0.548
C 1.251 -0.096 1.880
C 1.002 0.736 3.270
C -0.569 0.714 3.802
C -1.662 0.770 2.589
C -2.330 -0.538 1.890
C -2.022 -2.082 2.354
C -3.005 -2.527 3.628
C -4.217 -1.464 3.925
O -3.793 -0.288 4.755
C -3.360 -0.210 0.724
S -4.141 -1.745 -0.111
O -4.824 -2.701 0.895
O -2.997 -2.471 -0.909
F -5.282 -1.240 -1.334
N -3.799 1.049 0.137
N -3.203 2.067 0.786
N -3.583 3.334 0.275
C -5.097 3.445 0.450
C -5.945 3.242 -0.941
C -7.362 2.425 -0.593
C -2.257 2.093 1.896
C -1.750 3.553 2.497
C -0.297 4.045 1.851
O 0.346 4.857 2.937
C 0.372 6.283 2.573
O 1.533 6.786 2.076
C -0.984 7.163 2.850
C -1.148 8.208 1.593
H 4.789 0.217 1.685
H 6.007 1.652 1.557
H 4.173 2.079 1.484
H 5.267 -0.025 -0.800
H 6.138 1.656 -0.776
H 3.420 2.703 -0.777
H 4.458 2.307 -2.334
H 1.861 1.364 -2.376
H 3.198 0.057 -2.722
H 2.933 -0.896 -0.162
H 1.285 -0.804 -1.086
H 2.135 1.811 0.753
H 0.456 1.233 0.117
H 2.257 -0.717 2.041
H 0.425 -0.880 1.610
H 1.455 1.838 3.242
H 1.623 0.169 4.116
H -0.720 -0.318 4.357
H -0.701 1.556 4.617
H -0.920 -2.099 2.815
H -2.016 -2.871 1.490
H -3.383 -3.635 3.487
H -2.336 -2.550 4.617
H -5.000 -2.041 4.617
H -4.828 -1.129 2.978
H -4.218 -0.369 5.680
H -3.448 3.261 -0.769
H -5.480 2.739 1.308
H -5.300 4.562 0.803
H -5.400 2.576 -1.746
H -6.171 4.281 -1.444
H -8.191 3.244 -0.402
H -7.249 1.713 0.342
H -7.618 1.744 -1.534
H -1.513 3.346 3.648
H -2.573 4.384 2.485
H 0.360 3.068 1.772
H -0.409 4.629 0.844
H -0.945 7.792 3.862
H -1.966 6.494 2.953
H -1.815 7.649 0.782
H -0.146 8.522 1.075
H -1.658 9.216 1.967
O 5.096 -1.800 -4.219
C 4.074 -2.041 -4.859
O 2.911 -2.307 -4.219
C 1.629 -2.379 -4.862
C 1.362 -3.775 -5.387
C 4.113 -2.147 -6.355
H 1.529 -1.613 -5.638
H 0.884 -2.136 -4.095
H 2.086 -4.060 -6.155
H 0.358 -3.842 -5.816
H 1.449 -4.511 -4.580
H 4.357 -3.174 -6.639
H 4.895 -1.478 -6.729
H 3.190 -1.833 -6.838
O -2.769 5.533 -1.387
C -1.924 5.408 -2.271
O -0.712 4.875 -1.991
C 0.250 4.482 -2.982
C 1.139 5.648 -3.369
C -2.177 5.933 -3.653
H -0.234 4.019 -3.847
H 0.867 3.700 -2.522
H 0.562 6.455 -3.830
H 1.912 5.328 -4.073
H 1.623 6.071 -2.482
H -1.864 6.979 -3.706
H -3.252 5.872 -3.855
H -1.689 5.355 -4.436
O 6.537 1.071 3.790
C 7.746 0.865 3.866
O 8.615 1.607 3.142
C 10.040 1.600 3.326
C 10.688 0.505 2.502
C 8.280 -0.274 4.683
H 10.304 1.540 4.386
H 10.402 2.573 2.974
H 10.350 -0.486 2.818
H 11.777 0.545 2.594
H 10.419 0.610 1.446
H 8.315 -1.176 4.066
H 7.601 -0.444 5.525
H 9.259 -0.078 5.117
O 2.696 -6.117 -7.581
C 1.674 -6.358 -8.220
O 0.511 -6.624 -7.581
C -0.771 -6.695 -8.224
C -1.038 -8.092 -8.748
C 1.713 -6.464 -9.716
H -0.871 -5.930 -8.999
H -1.516 -6.453 -7.456
H -0.314 -8.377 -9.516
H -2.042 -8.159 -9.177
H -0.951 -8.827 -7.941
H 1.957 -7.491 -10.000
H 2.495 -5.795 -10.090
H 0.790 -6.150 -10.199
O -3.565 -4.286 6.675
C -4.548 -5.007 6.826
O -5.209 -5.500 5.752
C -6.218 -6.520 5.817
C -7.587 -5.914 6.058
C -5.100 -5.275 8.195
H -5.963 -7.287 6.555
H -6.216 -7.021 4.842
H -7.633 -5.400 7.021
H -8.360 -6.687 6.040
H -7.816 -5.169 5.289
H -5.818 -4.493 8.456
H -4.273 -5.254 8.912
H -5.562 -6.256 8.294
*
```

For the frontier orbital gap, the calculation gives 6.8 eV.